No. 1
Entry from OMol25: a structure of composition C28H79Br3N12O7P4 at a distorted geometry (the ωB97M-V functional and the def2-TZVPD basis).

Geometry as XYZ:
```
133
Properties=species:S:1:pos:R:3:forces:R:3:mulliken_charge:R:1
C 0.7154 1.6268 -1.8766 0.085 2.110 0.354 0.392
Br 1.0922 2.5976 -0.1958 -0.377 -0.222 -0.499 0.037
Br 2.3837 0.8638 -2.4004 -0.480 -0.429 -0.242 0.056
Br 0.0903 2.9644 -3.2798 0.414 -1.212 0.989 -0.050
H -0.1266 0.9910 -1.6028 0.451 -0.294 -0.609 -0.298
O -0.8622 -1.1079 3.8189 -0.173 -0.179 -0.342 -0.889
P -1.2417 -2.3473 3.1183 0.618 -2.723 -2.423 0.351
N -0.4448 -3.8586 3.5278 1.314 1.571 -2.070 0.234
C 0.9227 -4.1365 2.8963 -1.323 0.047 0.940 -1.139
C -0.6274 -4.5601 4.7913 -1.612 1.172 -0.206 -0.880
N -0.8825 -2.2882 1.3754 1.212 1.196 1.182 0.465
C -1.1865 -3.2891 0.3869 -0.250 -0.738 0.440 -1.155
C -0.5594 -0.9824 0.8141 -0.706 0.508 1.215 -0.859
N -2.8751 -2.7005 3.1986 -0.300 2.570 1.020 0.504
C -3.5494 -3.8647 2.7586 0.379 -1.679 -0.833 -1.149
C -3.8245 -1.6406 3.7496 1.470 -0.718 1.310 -1.130
H 1.1196 -3.5844 1.9773 -0.325 0.107 0.244 0.357
H 0.9258 -5.2046 2.6789 0.149 -0.053 -0.081 0.394
H 1.7096 -3.9310 3.6219 0.100 0.095 -0.013 0.333
H -0.4379 -3.9435 5.6700 0.654 -0.001 0.098 0.294
H -0.1023 -5.5137 4.8462 -0.114 0.139 -0.226 0.322
H -1.7119 -4.6680 4.8082 -0.125 -0.828 0.493 0.247
H -2.2420 -3.2900 0.1150 -0.479 -0.890 0.636 0.258
H -0.8071 -3.2257 -0.6330 1.065 1.088 0.182 0.396
H -0.6977 -4.1842 0.7715 -1.065 -0.762 -0.215 0.350
H -1.4883 -0.4129 0.7839 -0.130 0.441 -0.687 0.033
H 0.0501 -0.3952 1.5011 0.370 -0.176 -0.095 0.366
H -0.0948 -1.0510 -0.1695 0.017 -0.136 0.075 0.415
H -2.9156 -4.5865 2.2434 0.646 0.380 -0.130 0.334
H -3.9032 -4.5073 3.5648 -0.747 0.405 0.321 0.373
H -4.2952 -3.6385 1.9965 -0.487 0.076 0.354 0.289
H -3.3359 -0.7019 4.0109 0.449 0.047 -0.919 0.236
H -4.0322 -1.9469 4.7748 -0.829 -0.428 -0.025 0.416
H -4.7422 -1.4431 3.1954 0.276 -0.448 -0.307 0.306
O 3.3634 6.2019 5.6226 -0.663 -0.454 -0.830 -0.812
P 3.3395 5.2817 4.4586 0.482 -1.647 -1.716 0.512
N 1.8560 4.4203 4.1466 0.143 -0.466 0.962 0.394
C 1.6970 3.0844 3.5195 1.257 1.299 -0.250 -0.921
C 0.5800 5.0397 4.6102 1.201 0.291 -0.402 -0.950
N 4.5907 4.0074 4.5642 -3.190 1.685 -0.691 0.092
C 5.9931 4.2852 4.3396 -0.372 0.055 0.537 -1.028
C 4.3225 3.2373 5.7816 0.285 -0.338 -0.503 -1.096
N 3.5113 6.0853 2.9577 1.452 -0.056 0.767 0.191
C 2.9415 7.4002 2.9250 0.537 1.025 -0.670 -1.158
C 3.7413 5.4302 1.6758 0.597 -0.040 0.538 -0.919
H 0.8992 2.5061 3.9856 0.153 -0.025 -0.019 0.511
H 2.6561 2.5665 3.5088 -0.062 -0.232 0.521 0.333
H 1.5414 3.2366 2.4514 -0.734 -0.185 -0.147 -0.089
H 0.6519 5.0870 5.6968 -0.712 0.311 -0.055 0.317
H -0.3191 4.5525 4.2329 0.317 -0.811 0.304 0.309
H 0.4474 6.0134 4.1387 0.310 0.441 0.486 0.232
H 6.4437 4.6927 5.2445 0.172 0.473 0.050 0.336
H 6.4709 3.3131 4.2174 0.276 0.124 -0.654 0.369
H 6.1076 4.9836 3.5106 0.258 -0.301 -0.028 0.329
H 3.8250 2.2958 5.5488 -0.026 -0.136 -0.038 0.220
H 5.3100 3.0063 6.1810 -0.282 -0.040 0.624 0.477
H 3.6805 3.7840 6.4723 0.346 0.010 0.309 0.363
H 3.2814 8.0036 2.0833 0.356 -0.509 -0.630 0.444
H 1.8642 7.3657 2.7627 -0.312 0.374 0.809 0.314
H 3.3836 8.0127 3.7108 -1.053 -0.205 0.694 0.344
H 4.7758 5.0915 1.6198 -0.062 -0.857 0.284 0.204
H 3.7883 6.1348 0.8455 -0.866 0.300 0.182 0.421
H 3.0134 4.6355 1.5122 0.175 -0.097 -0.405 0.206
O 6.0680 -1.7085 -6.2769 -0.170 -1.424 1.350 -0.880
P 5.5702 -2.6319 -5.1988 1.712 -0.992 0.684 0.222
N 5.8076 -2.1112 -3.6193 -1.242 -0.139 -0.607 0.475
C 4.8598 -2.4965 -2.4966 1.871 1.461 -1.067 -0.888
C 6.9173 -1.1819 -3.3538 -0.525 -0.076 -0.329 -1.140
N 6.3809 -4.1966 -5.0672 -0.088 2.660 0.125 0.119
C 6.4106 -5.0029 -3.8291 0.020 1.079 -1.096 -0.849
C 6.8778 -4.8103 -6.2687 -1.609 -0.474 0.200 -0.972
N 3.9432 -2.9654 -5.2697 -2.107 1.091 0.215 0.334
C 2.9771 -1.7734 -5.0462 1.044 -0.649 -0.482 -0.673
C 3.4108 -3.9988 -6.1743 0.095 -0.066 0.250 -0.946
H 4.3741 -3.4587 -2.6592 0.207 0.262 0.081 0.302
H 4.1335 -1.6905 -2.3918 -0.295 -0.230 0.261 -0.022
H 5.5313 -2.4600 -1.6388 -0.475 -0.511 0.392 0.461
H 6.9686 -0.3529 -4.0597 -0.697 0.232 0.023 0.337
H 7.9029 -1.6128 -3.5302 0.080 -0.577 0.669 0.287
H 6.7550 -0.8002 -2.3457 0.511 0.050 -0.031 0.414
H 7.1137 -4.5953 -3.1028 -0.302 0.379 0.292 0.175
H 5.3808 -5.0197 -3.4722 0.296 -0.698 0.528 0.269
H 6.8500 -5.9731 -4.0606 -0.631 -0.229 -0.128 0.420
H 6.0037 -5.3896 -6.5662 0.378 -0.742 -1.139 0.364
H 7.0510 -4.0399 -7.0201 0.545 -0.288 -0.006 0.262
H 7.6716 -5.5188 -6.0320 0.388 0.424 -0.395 0.355
H 3.1304 -1.2640 -4.0949 0.309 -0.424 -0.054 -0.160
H 3.0826 -1.0028 -5.8098 0.239 -0.114 -0.252 0.330
H 1.9267 -2.0637 -5.0670 0.176 -0.602 -0.005 0.390
H 4.1244 -4.8187 -6.2564 -0.142 -0.029 0.274 0.250
H 3.1758 -3.7262 -7.2032 0.306 0.737 -0.130 0.323
H 2.4583 -4.3653 -5.7915 0.111 -0.182 0.336 0.348
O -5.3788 -2.7015 -2.2534 -1.228 0.579 -0.039 -0.882
P -5.7840 -1.3482 -1.8086 -1.211 3.290 -0.514 0.204
N -4.5352 -0.5561 -0.9737 0.606 1.053 -0.771 0.728
C -4.3195 -0.8354 0.4315 -0.350 0.364 -0.250 -0.303
C -3.3270 0.0430 -1.6647 -1.200 -0.786 -0.395 -0.643
N -7.2193 -1.1351 -0.8200 2.809 -1.053 -0.299 0.303
C -8.2532 -2.1353 -0.8603 -0.022 -1.163 -0.545 -1.117
C -7.4901 0.0829 -0.0737 -0.454 -0.698 -0.196 -1.189
N -6.2470 -0.1847 -3.0945 1.246 -0.743 0.228 0.232
C -6.3927 1.2817 -2.9451 -0.447 -1.041 -0.276 -1.025
C -6.8514 -0.7240 -4.3797 1.703 -1.314 2.363 -1.002
H -5.3084 -0.8523 0.8897 0.224 -0.673 0.351 0.368
H -3.8053 0.0034 0.9006 0.102 0.142 -0.067 -0.303
H -3.6973 -1.7208 0.5624 -0.284 -0.266 0.425 0.019
H -2.6916 -0.6676 -2.1932 -0.367 -0.577 -0.256 0.307
H -2.5936 0.4770 -0.9852 -0.725 0.425 0.521 -0.227
H -3.7037 0.7562 -2.3979 0.308 0.163 0.084 0.377
H -8.9766 -2.1713 -0.0457 0.169 0.804 0.277 0.372
H -8.8096 -2.1088 -1.7972 -0.356 0.230 -0.105 0.314
H -7.8445 -3.1453 -0.8296 0.412 -0.018 -0.089 0.352
H -7.6126 -0.2501 0.9570 -0.236 0.556 0.333 0.420
H -6.7249 0.8578 -0.1201 0.116 -0.320 -0.207 0.284
H -8.4263 0.4761 -0.4700 -0.131 0.412 0.316 0.400
H -5.8038 1.7675 -2.1671 0.327 -0.404 -0.055 0.263
H -6.1597 1.6865 -3.9299 0.249 0.401 0.126 0.427
H -7.4309 1.5479 -2.7470 -0.280 0.081 0.112 0.290
H -6.0712 -1.3817 -4.7630 0.124 0.393 -0.873 0.333
H -7.1786 0.0507 -5.0732 -0.068 -0.224 0.306 0.371
H -7.5610 -1.4911 -4.0698 -0.997 0.525 -0.459 0.253
C -2.2296 2.7252 2.1974 -0.766 -0.243 2.723 0.029
O -1.9462 3.4050 1.0573 0.305 0.395 -2.177 -0.091
C -2.8884 3.6771 0.1361 -4.165 -1.341 2.526 0.915
O -4.1367 3.4909 0.2401 4.084 0.297 -0.294 -0.684
O -2.2377 4.2088 -0.8183 1.220 1.328 -3.051 -0.232
C -2.8767 4.5226 -2.0622 -1.557 0.266 -0.043 -0.823
H -2.9688 3.3026 2.7526 -0.305 -0.321 0.251 0.396
H -1.3266 2.7247 2.8079 0.107 -0.038 -0.175 -0.248
H -2.5518 1.6869 2.1185 -0.125 0.017 -0.538 -0.137
H -2.6398 5.5256 -2.4169 0.739 -0.181 0.309 0.253
H -3.9562 4.5681 -1.9186 -0.054 -0.282 0.198 0.362
H -2.6815 3.7762 -2.8322 0.344 0.015 0.307 0.264
```
Positions in Å, forces in eV/Å.

- highest occupied orbital energy (eV) = -7.928
- LUMO energy (eV) = -0.51
- HOMO-LUMO gap (eV) = 7.4212
- 2S+1 = 1

***

No. 2
Entry from OMol25: a cluster of 9 separate species, C28H79N5O9 in total at a distorted geometry (the ωB97M-V functional and the def2-TZVPD basis).

Geometry as XYZ:
```
121
Properties=species:S:1:pos:R:3:forces:R:3:mulliken_charge:R:1
C 17.8919 -19.4598 -8.7797 0.819 0.950 0.066 -0.943
C 16.3731 -19.4420 -8.8591 0.879 0.529 2.196 -0.264
O 15.8978 -20.2698 -9.8302 -0.672 -1.077 -1.415 -0.510
H 18.4715 -19.0716 -9.6172 -0.537 0.103 -0.722 0.419
H 18.3202 -20.4495 -8.6215 -0.425 -0.141 0.285 0.364
H 18.2464 -18.7877 -7.9982 -0.147 -0.190 0.474 0.121
H 15.8735 -18.4733 -8.8479 0.514 0.625 -0.642 0.238
H 16.0592 -19.7932 -7.8761 -0.243 -0.624 0.037 0.253
H 16.4973 -20.1790 -10.5745 -0.173 -0.141 -0.267 0.329
C 23.0113 -13.6379 -5.9942 0.343 0.738 1.216 0.525
C 23.5753 -13.1639 -4.6140 0.501 2.057 -1.753 -0.867
O 22.6562 -13.1629 -3.5787 -0.296 -1.648 1.208 -0.617
H 22.8216 -14.7104 -5.9511 0.196 -0.042 -0.374 -0.192
H 23.6915 -13.2976 -6.7750 0.235 -0.571 -0.102 0.414
H 22.0691 -13.1438 -6.2311 -0.192 0.019 0.291 -0.494
H 23.8867 -12.1194 -4.6072 -0.036 0.576 -1.195 0.450
H 24.5789 -13.5427 -4.4208 -0.488 -1.320 0.674 0.396
H 22.0549 -12.4280 -3.7201 0.207 0.470 -0.110 0.187
C 21.4363 -9.6639 -6.4372 -0.436 -2.008 2.114 -1.041
C 20.7459 -10.4908 -5.2715 -0.836 -0.350 -0.066 0.320
O 21.4913 -10.4769 -4.0769 1.298 0.761 0.805 -0.664
H 21.4181 -8.5993 -6.2039 -0.406 -0.102 -0.393 0.343
H 20.9634 -10.0194 -7.3527 0.090 0.706 -0.171 0.307
H 22.4798 -9.9790 -6.4285 0.074 -0.006 -0.228 0.278
H 20.5527 -11.5590 -5.3707 0.480 -0.292 -1.615 -0.240
H 19.7157 -10.2160 -5.0451 -0.120 1.085 -0.264 0.468
H 20.9484 -10.7495 -3.3335 -0.276 0.183 0.015 0.341
C 17.8547 -7.1894 -9.1205 -0.653 0.796 0.533 -0.783
C 17.7958 -5.7651 -8.4649 0.936 -2.425 -1.856 -0.313
O 18.3944 -5.9359 -7.2160 0.086 0.472 0.830 -0.496
H 17.6075 -7.1169 -10.1797 -0.310 -0.136 0.052 0.430
H 17.1326 -7.7850 -8.5621 -0.021 -0.385 -0.339 0.032
H 18.8350 -7.6607 -9.0511 0.094 0.300 0.222 0.280
H 16.7494 -5.4607 -8.4436 0.102 0.403 0.124 0.285
H 18.4299 -5.1988 -9.1470 -0.243 0.896 0.245 0.293
H 18.5929 -5.0689 -6.8549 -0.001 0.033 0.201 0.290
C 19.0718 -16.5470 -2.5194 -0.469 -0.157 0.104 -1.511
C 20.3281 -15.7814 -2.7748 1.424 -0.599 -0.739 0.231
C 21.3710 -16.6204 -3.6010 -1.204 -0.407 0.395 -0.751
O 20.7503 -17.1683 -4.7871 0.616 0.124 0.403 -0.193
C 21.6327 -18.0554 -5.5400 -1.025 1.921 1.415 -0.605
N 20.0808 -14.4944 -3.3427 -0.704 1.080 -0.981 -0.649
H 18.5261 -15.9384 -1.7984 -0.376 -0.377 0.057 0.411
H 19.3455 -17.5199 -2.1111 -0.237 -0.024 0.241 0.360
H 18.4470 -16.7322 -3.3931 0.096 0.171 -0.134 0.255
H 20.7093 -15.5914 -1.7715 0.727 -0.222 -0.012 0.498
H 21.6713 -17.4877 -3.0130 0.295 -0.070 0.330 0.503
H 22.2454 -15.9999 -3.7971 0.111 0.056 -0.370 0.384
H 22.3258 -17.3771 -6.0376 0.075 -0.515 -0.574 0.080
H 20.9066 -18.5892 -6.1532 0.727 -0.241 -0.343 0.254
H 22.2149 -18.6670 -4.8507 -0.187 -0.448 -0.074 0.317
H 19.6856 -14.5874 -4.2675 -0.751 -0.388 -0.100 0.419
H 20.9253 -14.0453 -3.6669 0.667 -0.157 0.863 0.303
C 18.4862 -14.8786 -8.4987 0.322 -1.330 -1.029 -1.917
C 19.5108 -14.2280 -7.6355 -1.600 2.053 0.327 1.019
C 19.3162 -12.6854 -7.8427 1.339 0.058 -2.936 -0.844
O 17.9963 -12.2281 -7.9427 -1.416 -0.104 0.978 -0.152
C 17.7803 -10.8380 -8.3473 0.260 -1.471 2.211 -0.426
N 19.2616 -14.5931 -6.2575 0.236 0.290 0.572 -0.198
H 18.7723 -15.9302 -8.5200 -0.228 -0.344 -0.241 0.529
H 18.5867 -14.4968 -9.5147 -0.475 -0.071 -0.167 0.508
H 17.4683 -14.8413 -8.1108 0.120 0.426 -0.128 0.236
H 20.5055 -14.5070 -7.9830 0.173 0.187 0.269 -0.468
H 19.5400 -12.4997 -8.8932 1.544 -0.597 -0.491 0.547
H 20.0393 -12.0343 -7.3515 -0.435 -0.046 0.940 -0.144
H 17.5005 -10.6250 -9.3791 0.204 -0.544 -0.139 0.246
H 18.6599 -10.2833 -8.0205 -0.127 0.406 -0.236 0.147
H 16.9578 -10.6774 -7.6503 -0.173 1.117 -0.496 0.176
H 18.3733 -14.1751 -6.0201 -0.246 0.345 0.214 0.362
H 19.0635 -15.5798 -6.1723 0.396 -0.443 -0.032 0.140
C 14.9836 -13.3891 -8.7435 -1.053 -0.200 -0.885 -0.845
C 13.7645 -13.2173 -9.7158 0.960 -2.466 1.817 0.109
C 12.4176 -13.1691 -8.8645 1.106 1.834 -0.901 0.179
O 12.2180 -14.3008 -8.0989 -0.280 0.159 1.028 -0.417
C 11.7456 -15.3797 -8.8364 1.290 -1.510 0.306 -0.669
N 14.0648 -12.2070 -10.6114 -0.438 3.275 -2.196 -0.586
H 14.6941 -14.3135 -8.2436 0.707 0.269 0.836 0.422
H 15.2023 -12.5080 -8.1403 -0.644 -0.196 0.503 0.016
H 15.9330 -13.5081 -9.2656 -0.182 -0.421 -0.406 0.248
H 13.7590 -14.1256 -10.3184 -0.331 -0.814 0.421 0.248
H 11.5344 -12.9255 -9.4550 -0.076 -0.220 -0.584 0.486
H 12.4894 -12.3200 -8.1848 0.232 -0.002 0.213 -0.609
H 12.4335 -15.4480 -9.6792 -0.980 -0.296 -0.847 0.306
H 10.6680 -15.4638 -8.9778 -0.050 0.725 -0.583 0.283
H 11.9884 -16.2837 -8.2779 0.020 -0.043 0.341 0.281
H 14.9957 -12.2224 -11.0030 0.480 -0.224 0.824 0.232
H 13.5477 -12.2668 -11.4769 -0.801 0.095 0.092 0.252
C 14.0612 -9.5381 -7.8188 -0.458 -1.116 -0.541 -0.937
C 12.5848 -9.0275 -8.0010 2.502 0.306 2.161 0.529
C 11.7555 -9.5364 -6.8262 -2.143 -0.499 -0.976 -0.786
O 10.4492 -8.8852 -6.9264 -0.246 -0.860 -0.086 -0.367
C 9.4823 -9.6348 -6.1933 0.525 0.679 1.027 -0.800
N 12.5365 -7.5652 -7.9462 -0.455 0.104 -0.850 -0.791
H 13.9965 -10.6236 -7.8923 0.065 -0.265 -0.142 -0.251
H 14.6171 -9.4050 -6.8907 -0.637 0.724 0.375 0.383
H 14.7581 -9.2621 -8.6102 -0.379 0.366 -0.229 0.314
H 12.2466 -9.3700 -8.9790 -0.231 -0.199 0.233 0.328
H 12.0888 -9.3610 -5.8033 0.792 0.309 -0.139 0.401
H 11.5563 -10.6052 -6.9046 0.265 -0.295 -0.061 0.431
H 8.5861 -9.0560 -5.9695 -0.005 0.249 -0.702 0.288
H 9.8972 -9.7828 -5.1963 0.094 -0.462 0.280 0.341
H 9.2088 -10.6079 -6.6011 0.170 0.023 -0.396 0.265
H 12.1233 -7.3202 -7.0578 0.260 0.255 0.362 0.340
H 11.7521 -7.3786 -8.5545 -0.066 0.727 -0.312 0.351
C 26.1538 -15.5083 -9.9216 -0.948 -1.490 -0.671 -1.165
C 24.8662 -15.1822 -10.7135 -0.128 -0.651 1.076 0.250
C 23.5925 -15.3968 -9.8205 1.789 0.318 -0.631 -0.513
O 23.6256 -16.7144 -9.3073 3.066 1.156 -1.273 -0.359
C 22.4915 -17.0935 -8.7321 -2.698 -0.474 1.155 -0.249
N 24.9979 -13.8405 -11.1875 -0.687 0.959 -0.021 -0.739
H 26.1556 -16.5965 -9.9831 0.536 -0.156 0.589 0.307
H 26.1335 -15.2016 -8.8759 -0.169 0.132 -0.133 0.223
H 27.0730 -15.1637 -10.3955 -0.179 0.234 -0.127 0.416
H 24.7205 -15.7785 -11.6142 0.400 -1.026 0.260 0.359
H 22.6731 -15.2216 -10.3791 -0.189 0.001 -0.188 0.357
H 23.7056 -14.6263 -9.0579 -0.414 -0.067 0.556 0.135
H 22.5897 -18.0573 -8.2327 0.116 -0.105 -0.340 0.326
H 21.6977 -17.1078 -9.4789 -0.545 -0.405 -0.112 0.391
H 22.1468 -16.4004 -7.9647 -0.026 0.329 0.332 -0.247
H 24.2534 -13.7558 -11.8648 -0.012 0.759 -0.378 0.257
H 25.8672 -13.8661 -11.7012 0.055 0.549 -0.254 0.272
```
Positions in Å, forces in eV/Å.

- ΔE to the lowest compared entry with this formula, charge and spin (kcal/mol) = 137.8
- SMILES string = COC[C@H](C)N.COC[C@H](C)N.COC[C@H](C)N.COC[C@H](C)N.COC[C@H](C)N.CCO.CCO.CCO.CCO
- highest occupied orbital energy (eV) = -8.469
- LUMO energy (eV) = 0.49
- HOMO-LUMO gap (eV) = 8.9586
- 2S+1 = 1